1.
Formula: C2H13NO4
Source: OMol25
Level of theory: ωB97M-V/def2-TZVPD

Properties
**Energy relative to the best compared isomer or geometry (same formula, charge and spin)**: 25.6 kcal per mole
**SMILES**: C=CN.O.O.O.O
**HOMO level**: -8.3 eV
**Maximum force**: 2.7 eV Å⁻¹
**Kohn-Sham gap**: 8.74 eV
**Multiplicity**: 1

Geometry (Å):
C: -3.86634 -0.65174 -0.53845
C: -3.00001 0.35826 -0.70979
N: -1.98591 0.34662 -1.66002
H: -3.77837 -1.64629 -0.97444
H: -4.75109 -0.61461 0.08153
H: -3.34470 1.26391 -0.22382
H: -1.74223 -0.60323 -1.96379
H: -1.09552 0.60034 -1.24031
H: 3.85196 -1.58066 0.10041
H: 3.00008 -0.54973 0.90040
O: 3.16004 -1.51910 0.75361
H: -0.04452 0.12253 2.42973
H: -0.17500 0.35645 1.00052
O: -0.00868 0.84113 1.81596
H: 1.59576 -0.92208 -0.72543
H: 1.44379 -0.05645 -1.97351
O: 0.91973 -0.42121 -1.23047
H: 3.82279 1.43290 1.93267
H: 2.63589 1.92547 1.10289
O: 3.36232 1.31750 1.12229

2.
Formula: C2H13NO4
Source: OMol25
Level of theory: ωB97M-V/def2-TZVPD

Properties
**Energy relative to the best compared isomer or geometry (same formula, charge and spin)**: 26.4 kcal per mole
**SMILES**: NCCO.O.O.O
**HOMO level**: -9.3 eV
**Maximum force**: 1.0 eV Å⁻¹
**Kohn-Sham gap**: 9.64 eV
**Multiplicity**: 1

Geometry (Å):
C: -0.44372 0.90200 -0.46645
O: -1.52046 1.59048 -1.11241
C: 0.91678 1.14689 -1.15420
N: 0.76862 1.88308 -2.42935
H: -0.37847 1.26608 0.55781
H: -0.74476 -0.14288 -0.49974
H: -1.16948 2.40665 -1.48909
H: 1.60851 1.73284 -0.54401
H: 1.40414 0.17015 -1.28987
H: 0.01166 1.47211 -2.97168
H: 1.57271 1.68632 -3.01374
H: -0.17817 0.12621 3.75267
H: 0.10924 -0.86097 2.60626
O: 0.52401 -0.36998 3.32405
H: -1.75338 -2.24922 2.59464
H: -2.41057 -1.94902 1.14965
O: -1.64615 -1.84914 1.72796
H: 0.72958 -1.87087 0.24594
H: 1.61912 -2.88372 -0.36394
O: 0.98080 -2.20701 -0.62451

3.
Formula: C2H13NO4
Source: OMol25
Level of theory: ωB97M-V/def2-TZVPD

Properties
**Energy relative to the best compared isomer or geometry (same formula, charge and spin)**: 20.9 kcal per mole
**SMILES**: NCCO.O.O.O
**HOMO level**: -9.7 eV
**Maximum force**: 1.3 eV Å⁻¹
**Kohn-Sham gap**: 10.15 eV
**Multiplicity**: 1

Geometry (Å):
C: -0.58661 0.65610 -0.87740
O: -0.44755 0.88413 -2.27696
C: -1.70655 -0.34108 -0.62701
N: -2.92065 0.08732 -1.33298
H: 0.33928 0.21699 -0.51791
H: -0.89264 1.61648 -0.45608
H: -1.34007 0.77437 -2.64230
H: -1.46868 -1.34687 -0.96321
H: -1.91888 -0.39768 0.43703
H: -3.60059 0.46664 -0.69359
H: -3.33895 -0.65571 -1.87306
H: 2.27573 -2.85581 0.20602
H: 2.40006 -1.53752 0.91456
O: 2.37221 -2.49059 1.09360
H: 3.42955 0.96580 0.97520
H: 1.99641 1.05303 1.23519
O: 2.59329 0.89441 0.48415
H: -0.62720 0.18212 2.16501
H: 0.32452 -0.09978 3.36780
O: 0.00882 0.58018 2.76616

4.
Formula: C2H14N2O3
Source: OMol25
Level of theory: ωB97M-V/def2-TZVPD

Properties
**Energy relative to the best compared isomer or geometry (same formula, charge and spin)**: 29.8 kcal per mole
**SMILES**: CNCN.O.O.O
**HOMO level**: -9.2 eV
**Maximum force**: 2.7 eV Å⁻¹
**Kohn-Sham gap**: 9.90 eV
**Multiplicity**: 1

Geometry (Å):
C: -0.34682 2.32057 1.00015
N: 0.28942 1.65806 -0.09719
C: -0.61125 0.65637 -0.76440
N: 0.18963 0.01098 -1.88694
H: -0.75722 1.68581 1.76710
H: 0.34684 3.00681 1.45471
H: -1.25081 2.79303 0.66680
H: 0.66189 2.26961 -0.86991
H: -1.52709 1.18188 -1.15683
H: -0.83253 -0.14818 -0.03424
H: -0.25654 0.62581 -2.55128
H: -0.26843 -0.87862 -2.12235
H: 2.50240 -0.34449 0.26242
H: 1.56664 -0.47540 -0.82559
O: 2.08731 -1.08053 -0.21133
H: -0.88585 -2.55030 0.70832
H: -0.88869 -3.42199 -0.59601
O: -1.41195 -3.21055 0.18145
H: 0.42579 -1.25305 2.46579
H: 0.88111 -1.41189 1.03297
O: 0.08614 -1.43392 1.57636